1.
The following is a DFT calculation (ωB97M-V with the def2-TZVPD basis set) of an isolated ion of composition C4H7N2O and charge +1 at a distorted geometry.

XYZ file:
```
14
Properties=species:S:1:pos:R:3:forces:R:3
C 0.2927 1.7119 0.7252 3.67 1.32 -0.50
N -0.0231 0.4937 0.0906 -0.94 -0.97 -1.26
C -0.2228 -0.7191 0.8566 0.07 -1.73 -0.33
C -0.2278 -1.7228 -0.2739 -2.51 -0.56 1.87
C -0.3143 -1.0852 -1.4349 1.29 -1.57 -0.88
N -0.0002 0.2466 -1.2627 1.54 3.77 1.58
O 0.3720 1.0905 -2.1029 -1.41 -2.36 2.23
H 0.6012 2.4825 -0.0359 -0.64 -0.71 0.86
H -0.5244 1.9579 1.3087 -1.70 1.10 1.01
H 1.1824 1.5898 1.4564 -1.23 -0.03 -1.31
H -1.0486 -0.9742 1.6818 1.00 1.43 -2.19
H 0.6755 -0.8417 1.4530 0.49 -0.10 0.15
H -0.5501 -2.7550 -0.0425 0.82 0.53 -0.59
H -0.2125 -1.4750 -2.4195 -0.46 -0.11 -0.63
```
Positions in Å, forces in eV/Å.

Summary:
**SMILES**: CN1CC=C[N+]1=O
**LUMO level (spin up / spin down)**: -6.29 / -6.29 eV
**Total charge**: +1
**Frontier orbital gap (spin up / spin down)**: 9.183 / 9.181 eV
**2S+1**: 1
**ΔE to the lowest compared entry with this formula, charge and spin**: 108.63 kcal/mol
**F_max**: 4.37 eV/Å
**Highest occupied orbital energy (spin up / spin down)**: -0.5687 / -0.5686 hartree
**DFT total energy**: -9278.079 eV

***

2.
The following is a DFT calculation (ωB97M-V with the def2-TZVPD basis set) of one molecule with the formula C22H27N3O5S.

XYZ file:
```
58
Properties=species:S:1:pos:R:3:forces:R:3
O -1.4098 2.8430 -2.4579 -0.07 0.38 -0.11
C -1.0372 1.7818 -2.0009 0.42 -0.45 -0.14
C 0.3111 1.1620 -2.4205 -0.21 0.25 -0.20
N 0.9867 0.4816 -1.3435 0.00 0.21 0.10
C 1.5374 1.3618 -0.3151 0.18 0.01 0.22
C 2.6343 2.2253 -0.8747 -0.01 0.07 0.04
C 2.4414 3.5857 -1.0738 0.02 -0.11 0.07
C 3.4515 4.3627 -1.6154 0.06 0.11 -0.05
C 4.6589 3.7849 -1.9683 0.02 0.10 -0.03
C 4.8558 2.4269 -1.7777 0.06 -0.08 -0.02
C 3.8482 1.6513 -1.2340 -0.02 0.03 0.01
C 1.0844 -0.8438 -1.1874 0.17 -0.08 -0.24
O 1.7285 -1.3655 -0.2866 0.24 -0.09 0.02
C 0.3591 -1.7616 -2.1830 -0.04 0.16 0.10
N 0.1193 -3.0337 -1.5303 -0.46 -0.33 0.64
S -1.0993 -2.8706 -0.3609 -0.10 -0.39 -0.32
O -2.3100 -3.3923 -0.9167 0.00 -0.30 0.05
O -1.1594 -1.4937 0.0789 0.22 -0.15 0.28
C -0.5365 -3.9114 0.9734 -0.05 0.34 -0.50
C 0.5149 -3.4753 1.7569 0.19 0.15 0.15
C 0.9575 -4.2854 2.7902 -0.03 0.05 -0.06
C 0.3463 -5.5085 3.0213 -0.02 -0.03 -0.01
C -0.7074 -5.9313 2.2253 -0.02 0.03 0.00
C -1.1559 -5.1264 1.1906 -0.16 -0.09 -0.14
N -1.7475 1.0261 -1.1528 -0.24 -0.32 0.19
C -2.9242 1.5339 -0.4890 0.24 0.34 0.15
C -2.5239 2.4765 0.6732 -0.39 0.18 -0.27
C -3.6000 2.5130 1.7615 0.27 0.08 -0.13
C -3.2362 1.2935 2.6190 0.09 -0.03 -0.03
C -1.7572 1.0275 2.2719 0.04 -0.32 0.30
O -1.3641 2.0202 1.3368 0.13 0.15 -0.02
H 0.9458 1.9851 -2.7666 -0.16 -0.14 -0.02
H 0.1445 0.4938 -3.2658 0.02 0.05 0.02
H 0.7258 1.9710 0.0945 0.04 -0.07 -0.01
H 1.9271 0.7135 0.4727 -0.13 0.16 -0.07
H 1.4967 4.0351 -0.8044 -0.13 0.04 0.03
H 3.2936 5.4204 -1.7655 -0.01 0.09 -0.02
H 5.4461 4.3911 -2.3917 0.06 0.05 -0.03
H 5.7970 1.9732 -2.0521 0.08 -0.04 -0.02
H 3.9960 0.5918 -1.0816 0.02 -0.14 0.02
H 0.9820 -1.9317 -3.0664 -0.13 0.06 0.05
H -0.6123 -1.3707 -2.4817 0.14 0.18 -0.23
H 0.9709 -3.3143 -1.0525 0.06 -0.05 0.12
H 0.9750 -2.5227 1.5437 0.09 0.10 0.02
H 1.7782 -3.9630 3.4123 0.06 0.04 0.05
H 0.6938 -6.1370 3.8277 0.03 -0.05 0.06
H -1.1783 -6.8846 2.4102 -0.05 -0.07 0.00
H -1.9745 -5.4128 0.5500 -0.10 -0.12 -0.04
H -1.3416 0.1992 -0.7273 0.07 0.22 -0.20
H -3.5257 2.0917 -1.2101 -0.07 -0.10 0.11
H -3.4863 0.6774 -0.1166 -0.08 -0.01 -0.02
H -2.2767 3.4596 0.2637 -0.06 -0.10 0.02
H -3.5041 3.4311 2.3409 -0.05 0.02 -0.04
H -4.6044 2.4590 1.3485 -0.10 0.03 0.00
H -3.8488 0.4321 2.3567 -0.02 -0.03 0.05
H -3.3690 1.4953 3.6800 -0.05 -0.04 0.00
H -1.0955 1.1273 3.1356 -0.06 -0.07 -0.05
H -1.6217 0.0308 1.8353 -0.01 0.11 0.12
```
Positions in Å, forces in eV/Å.

Summary:
**SMILES**: O=C(CN(Cc1ccccc1)C(=O)CNS(=O)(=O)c1ccccc1)NC[C@H]1CCCO1
**LUMO level**: 0.42 eV
**Total charge**: 0
**Frontier orbital gap**: 9.581 eV
**2S+1**: 1
**ΔE to the lowest compared entry with this formula, charge and spin**: 32.76 kcal/mol
**F_max**: 0.85 eV/Å
**Highest occupied orbital energy**: -0.3365 hartree
**DFT total energy**: -48795.850 eV

***

3.
The following is a DFT calculation (ωB97M-V with the def2-TZVPD basis set) of a 2-piece molecular cluster, C5H14 overall at a distorted geometry.

XYZ file:
```
19
Properties=species:S:1:pos:R:3:forces:R:3
C -0.5539 -1.5590 -2.4383 0.28 1.05 -0.35
C -0.3127 -1.0060 -1.0421 -1.68 -0.20 0.79
C -1.1959 -1.5727 0.1029 -0.16 -0.35 -1.02
H -0.1337 -0.8463 -3.1599 0.53 -0.29 0.08
H -1.6041 -1.4406 -2.7118 -0.21 -0.80 0.30
H -0.1168 -2.5334 -2.6299 -0.36 -0.24 -0.02
H 0.6765 -1.1870 -0.6278 0.44 0.64 -0.66
H -0.6331 0.0372 -1.1103 0.87 0.26 0.20
H -1.0518 -0.9301 0.9688 0.16 -0.45 0.34
H -2.2704 -1.5856 -0.1007 0.05 0.23 -0.28
H -0.9280 -2.6242 0.2362 0.08 0.15 0.62
C 1.6362 1.6064 1.1924 0.22 0.42 -0.14
C 0.4369 2.1538 1.9319 -1.29 0.56 0.37
H 2.2511 0.9275 1.7817 -0.15 0.00 0.24
H 1.3583 1.0655 0.2892 -0.08 0.10 -0.06
H 2.2791 2.4460 0.9187 0.08 -0.14 -0.20
H 0.6641 2.7869 2.7959 0.40 -0.57 0.22
H -0.3027 1.4005 2.2189 0.38 -0.20 0.29
H -0.1990 2.8609 1.3840 0.43 -0.17 -0.71
```
Positions in Å, forces in eV/Å.

Summary:
**SMILES**: CCC.CC
**LUMO level**: 1.14 eV
**Total charge**: 0
**Frontier orbital gap**: 12.193 eV
**2S+1**: 1
**ΔE to the lowest compared entry with this formula, charge and spin**: 11.21 kcal/mol
**F_max**: 1.87 eV/Å
**Highest occupied orbital energy**: -0.4063 hartree
**DFT total energy**: -5411.564 eV

***

4.
The following is a DFT calculation (ωB97M-V with the def2-TZVPD basis set) of a 15-piece molecular cluster, C40H115N5O15 overall at a distorted geometry.

XYZ file:
```
175
Properties=species:S:1:pos:R:3:forces:R:3
C 0.0452 0.4098 -7.0254 -0.71 0.14 0.62
C -0.2148 -0.1994 -8.3806 0.60 0.57 -0.61
C -1.5347 -0.9285 -8.4620 -0.30 -0.32 0.17
O -1.6359 -2.0470 -7.5965 -0.06 0.13 0.38
C -0.7468 -3.1037 -7.8789 0.19 -0.17 0.16
N -0.2671 0.8736 -9.4023 0.45 -0.30 -0.29
H -0.7532 1.1080 -6.7436 -0.04 -0.02 -0.22
H 0.9705 0.9822 -6.9762 0.16 -0.19 -0.09
H 0.0303 -0.3665 -6.2566 0.30 0.03 -0.04
H 0.6213 -0.8813 -8.5895 -0.18 -0.18 -0.06
H -1.7529 -1.2594 -9.4859 0.17 0.05 -0.08
H -2.3346 -0.2442 -8.1699 0.00 -0.01 0.03
H -0.7979 -3.3696 -8.9392 0.19 0.01 -0.02
H -1.0283 -3.9763 -7.2886 -0.29 0.11 -0.02
H 0.2742 -2.8652 -7.5659 0.02 0.09 -0.30
H 0.6612 1.2869 -9.4766 -0.16 0.21 0.32
H -0.3641 0.4507 -10.3256 -0.31 -0.04 0.14
C -8.8927 3.4420 -5.0493 0.33 -0.26 0.14
C -8.5726 3.6871 -6.5147 0.77 -0.11 0.05
C -9.4168 4.7643 -7.1464 -0.21 0.00 0.06
O -8.9939 4.9433 -8.4798 0.24 -0.08 -0.02
C -9.7900 5.8532 -9.1814 -0.55 0.54 -0.03
N -7.1399 4.0744 -6.6132 -0.55 -0.03 -0.39
H -8.1575 2.7358 -4.6506 -0.14 -0.14 -0.08
H -9.8786 3.0027 -4.9016 -0.06 0.14 0.02
H -8.7577 4.3272 -4.4233 -0.25 0.19 -0.21
H -8.6963 2.7599 -7.0857 -0.29 0.01 0.04
H -9.3196 5.7120 -6.5967 0.01 -0.01 0.05
H -10.4725 4.4606 -7.1185 -0.01 0.05 0.00
H -9.3673 6.0303 -10.1675 0.06 -0.25 -0.02
H -9.8626 6.8362 -8.6911 0.20 -0.13 0.16
H -10.8232 5.4908 -9.2736 0.09 -0.10 -0.13
H -6.6045 3.2260 -6.4615 0.03 0.06 0.18
H -6.9637 4.2678 -7.5979 -0.03 0.20 0.06
C 1.2160 5.0984 -1.6507 0.21 -0.23 0.00
C 1.1273 3.6905 -2.2556 0.25 0.19 0.55
C 0.0667 3.5909 -3.3246 -0.32 0.19 -0.18
O 0.2196 4.6711 -4.2160 0.17 -0.07 -0.22
C -0.8888 4.8003 -5.0986 0.41 0.07 0.51
N 2.4322 3.2192 -2.7489 -0.03 -0.05 -0.01
H 1.7812 5.0494 -0.7167 -0.04 0.04 0.02
H 0.2400 5.5349 -1.4399 -0.03 -0.02 -0.04
H 1.7678 5.7491 -2.3281 -0.18 0.11 -0.05
H 0.8432 2.9985 -1.4540 -0.12 -0.06 -0.08
H -0.9189 3.6420 -2.8427 -0.01 0.05 -0.01
H 0.1013 2.6355 -3.8666 0.19 -0.06 0.08
H -1.0260 3.8801 -5.6753 -0.12 0.02 -0.08
H -0.6695 5.6386 -5.7529 -0.07 -0.03 -0.11
H -1.7742 5.0372 -4.5061 -0.21 -0.09 -0.24
H 2.7184 3.7702 -3.5521 -0.11 -0.09 -0.09
H 3.1525 3.3618 -2.0487 -0.07 0.07 0.07
C -9.7263 -1.5678 -0.8931 -0.15 0.23 -0.28
C -8.2413 -1.4892 -0.5606 -0.15 -0.33 0.03
C -7.7982 -0.0454 -0.3345 -0.30 -0.16 0.72
O -7.8915 0.7381 -1.4932 -0.10 0.24 -0.25
C -6.8011 0.5391 -2.3716 0.03 0.31 0.23
N -7.8721 -2.2979 0.6122 0.18 0.06 -0.37
H -9.9615 -0.8613 -1.6938 -0.04 -0.03 0.05
H -10.3536 -1.3240 -0.0317 0.10 0.06 0.06
H -10.0119 -2.5621 -1.2410 0.08 -0.05 0.05
H -7.7087 -1.9129 -1.4176 0.21 0.07 0.12
H -6.8100 0.0162 0.1392 0.18 -0.20 -0.34
H -8.4802 0.3717 0.4193 -0.07 0.21 -0.23
H -5.8640 0.8294 -1.8818 0.09 -0.29 0.02
H -6.8962 1.2020 -3.2290 -0.30 -0.02 0.06
H -6.7730 -0.4961 -2.7215 0.18 -0.01 -0.02
H -8.4173 -2.0279 1.4239 -0.03 0.02 0.00
H -8.0866 -3.2686 0.4161 0.01 -0.04 0.15
C -1.6468 -0.8637 -3.9584 0.11 0.56 -0.48
C -2.9427 -0.1141 -3.6490 0.66 -0.52 0.22
C -3.1224 1.1311 -4.4946 -0.27 0.42 0.65
O -4.3032 1.7798 -4.0276 0.19 -0.08 -0.16
C -4.5797 2.9634 -4.7491 0.21 -0.28 -0.03
N -4.0482 -1.0717 -3.7159 0.19 0.19 -0.02
H -1.4702 -1.6081 -3.1858 0.06 -0.13 -0.11
H -0.7920 -0.1799 -3.9899 -0.03 -0.03 0.27
H -1.6530 -1.3278 -4.9513 -0.20 -0.20 0.13
H -2.8164 0.2177 -2.6136 -0.34 0.14 0.02
H -3.1943 0.9085 -5.5681 -0.01 -0.05 -0.02
H -2.2946 1.8330 -4.3196 0.21 -0.20 -0.22
H -5.4600 3.4105 -4.2933 -0.11 0.07 -0.25
H -4.7332 2.6989 -5.8029 -0.22 0.21 -0.02
H -3.7610 3.6939 -4.7226 0.04 -0.09 0.19
H -4.0830 -1.4339 -4.6697 -0.21 -0.01 0.06
H -4.9247 -0.5847 -3.5648 0.06 -0.03 0.05
C -4.3824 7.5346 -2.4031 0.00 -0.24 0.73
C -3.5487 6.5145 -3.1528 -0.12 0.60 -0.73
O -3.6892 6.7076 -4.5595 0.11 -0.46 0.04
H -5.4492 7.3257 -2.5062 0.03 -0.05 -0.15
H -4.1981 8.5546 -2.7353 0.15 -0.04 -0.10
H -4.1632 7.4686 -1.3312 -0.02 0.11 -0.04
H -3.8205 5.5007 -2.8338 -0.01 -0.06 -0.11
H -2.4775 6.6477 -2.9850 -0.05 0.04 0.32
H -4.6045 6.5099 -4.8214 -0.14 0.04 0.06
C -3.3585 -1.0520 -0.1237 -0.27 -0.36 -0.04
C -4.1334 -2.2825 0.3603 0.51 0.54 0.12
O -5.0959 -1.8760 1.3242 0.03 -0.15 -0.29
H -3.1235 -0.4389 0.7462 0.02 0.09 -0.04
H -3.9746 -0.4909 -0.8286 0.08 0.17 0.07
H -2.4244 -1.3312 -0.6180 -0.05 -0.02 -0.07
H -3.4121 -2.9606 0.8271 -0.18 -0.14 0.08
H -4.5947 -2.8027 -0.4802 0.00 -0.08 0.00
H -5.9789 -2.0370 0.9479 -0.16 -0.06 0.33
C 0.8130 -1.0321 -0.9576 0.32 0.12 0.42
C 1.9312 -0.0538 -1.2759 0.11 -0.13 -0.19
O 1.7108 0.5081 -2.5713 -0.21 0.05 0.44
H 1.0797 -1.6367 -0.0864 0.03 0.00 -0.05
H 0.6795 -1.7070 -1.8011 -0.13 0.00 -0.02
H -0.1166 -0.5197 -0.7077 -0.08 0.01 -0.26
H 2.8938 -0.5791 -1.2725 -0.04 -0.04 -0.03
H 2.0191 0.7417 -0.5282 -0.18 -0.01 0.04
H 2.0027 1.4452 -2.5729 0.22 -0.13 -0.50
C 3.1196 -2.6162 -6.0437 0.45 0.21 0.38
C 2.7830 -1.3728 -5.2360 0.04 -0.50 0.23
O 1.9242 -1.7722 -4.1763 -0.17 -0.03 -0.21
H 2.2191 -3.0937 -6.4241 0.02 -0.02 -0.07
H 3.6478 -3.3085 -5.3850 -0.21 -0.16 -0.01
H 3.8211 -2.3912 -6.8490 -0.22 0.09 -0.16
H 2.2984 -0.6179 -5.8596 0.10 0.08 -0.01
H 3.7014 -0.9640 -4.7999 0.03 0.19 -0.23
H 1.7430 -0.9810 -3.6455 0.03 0.14 -0.02
C -6.7147 0.1555 -5.9892 -0.31 0.10 0.27
C -5.8660 0.3483 -7.2193 -0.18 -0.35 0.07
O -6.4450 1.4105 -7.9821 0.28 0.12 0.12
H -6.6522 1.0180 -5.3213 0.13 0.00 -0.11
H -6.3983 -0.7214 -5.4235 0.06 -0.02 -0.11
H -7.7697 0.0362 -6.2465 0.05 -0.09 -0.13
H -5.8430 -0.5735 -7.8056 0.03 0.01 -0.03
H -4.8385 0.5628 -6.9084 0.01 0.15 -0.17
H -5.8221 1.6789 -8.6644 -0.04 -0.06 -0.05
C -6.2987 4.3890 -1.2569 0.44 0.57 0.50
C -6.5007 3.5147 -0.0422 -0.35 -1.01 -0.33
O -6.6401 4.3167 1.1191 -0.15 0.31 -0.12
H -5.4883 5.0928 -1.0482 -0.04 0.06 -0.17
H -7.2092 4.9640 -1.4303 0.04 0.04 -0.08
H -6.0477 3.8402 -2.1627 -0.06 -0.24 0.09
H -5.7046 2.7794 0.1342 0.24 0.20 -0.34
H -7.3919 2.9108 -0.2675 -0.09 0.07 0.46
H -6.5572 3.7575 1.8948 -0.04 -0.04 0.00
C -2.6680 3.2892 -0.5764 -0.63 -0.57 -0.10
C -2.1105 2.5612 0.6439 0.39 1.03 -0.49
O -1.3967 3.4869 1.4824 -0.19 -0.37 0.11
H -1.9534 3.9817 -1.0160 0.15 -0.07 0.04
H -3.5826 3.8417 -0.3557 0.14 0.14 0.22
H -2.9646 2.5350 -1.3173 0.11 0.15 -0.14
H -1.4205 1.7875 0.2983 -0.15 -0.26 0.18
H -2.9253 2.1304 1.2209 0.13 -0.16 0.12
H -0.4722 3.4394 1.2286 0.02 0.11 0.06
C -5.5972 -4.0805 -5.6141 -0.23 -0.24 -0.08
C -4.1654 -3.7041 -5.8796 0.22 0.72 0.14
O -4.1399 -2.3524 -6.3900 0.02 -0.22 0.23
H -6.0735 -3.3360 -4.9749 0.05 0.10 -0.04
H -5.6796 -5.0320 -5.0866 0.17 -0.03 -0.06
H -6.1579 -4.1605 -6.5468 -0.04 0.08 0.02
H -3.6708 -4.3419 -6.6166 -0.13 -0.26 0.10
H -3.6043 -3.7158 -4.9375 -0.03 -0.26 -0.19
H -3.1986 -2.1268 -6.4602 -0.10 -0.01 -0.50
C -1.3944 -4.2666 -1.5482 -0.12 -0.81 0.19
C -2.3618 -4.7893 -2.5877 -0.36 -0.05 -0.96
O -3.6118 -4.1083 -2.5750 0.01 -0.11 0.21
H -1.1414 -3.2147 -1.6524 -0.19 0.08 -0.02
H -0.4627 -4.8371 -1.5559 0.01 0.02 -0.12
H -1.8796 -4.4759 -0.5917 0.20 0.44 0.16
H -2.6023 -5.8428 -2.4266 0.03 0.06 0.39
H -1.9842 -4.7948 -3.6223 0.38 0.33 0.18
H -3.4908 -3.1932 -2.8659 -0.08 0.23 0.07
C -7.3285 8.2560 -6.3006 -0.25 -0.55 0.26
C -7.3156 7.3772 -5.0301 0.06 0.59 -0.86
O -6.4138 6.3002 -5.1700 -0.12 -0.04 0.33
H -7.6941 9.2589 -6.0776 0.11 0.04 -0.05
H -7.9727 7.8297 -7.0745 0.05 -0.04 -0.01
H -6.3128 8.2775 -6.6916 0.03 0.27 0.00
H -8.3244 7.0066 -4.8229 0.00 0.07 0.22
H -6.9808 8.0190 -4.2143 -0.01 -0.29 0.23
H -6.8300 5.5587 -5.6771 0.39 -0.08 -0.03
```
Positions in Å, forces in eV/Å.

Summary:
**LUMO level**: 0.52 eV
**Total charge**: 0
**Frontier orbital gap**: 9.845 eV
**2S+1**: 1
**ΔE to the lowest compared entry with this formula, charge and spin**: 0.00 kcal/mol
**F_max**: 1.21 eV/Å
**Highest occupied orbital energy**: -0.3427 hartree
**DFT total energy**: -81505.346 eV

***

- Among the records above, which one has the lowest ΔE to the lowest compared entry with this formula, charge and spin?
  C40H115N5O15

***

- Among the records above, which one has the highest F_max?
  C4H7N2O

***

- Which value of 2S+1 does entry 1 give?
  1

***

- Number 2 is which compound?
  C22H27N3O5S